{
  "formula": "C29H61N2O15P2S6",
  "method": "ωB97M-V/def2-TZVPD",
  "elements": ["C", "C", "C", "N", "P", "C", "C", "N", "P", "O", "O", "O", "H", "H", "H", "H", "H", "H", "H", "H", "H", "H", "H", "H", "H", "C", "C", "C", "S", "O", "O", "C", "H", "H", "H", "H", "H", "H", "H", "H", "C", "C", "C", "S", "O", "O", "C", "H", "H", "H", "H", "H", "H", "H", "H", "C", "C", "C", "S", "O", "O", "C", "H", "H", "H", "H", "H", "H", "H", "H", "C", "C", "C", "S", "O", "O", "C", "H", "H", "H", "H", "H", "H", "H", "H", "C", "C", "C", "S", "O", "O", "C", "H", "H", "H", "H", "H", "H", "H", "H", "C", "C", "C", "S", "O", "O", "C", "H", "H", "H", "H", "H", "H", "H", "H"],
  "positions_angstrom": [[4.32, -0.83, 1.73], [2.99, -1.17, 1.10], [2.79, -2.56, 0.61], [2.01, -0.35, 0.90], [1.81, 0.83, 2.05], [0.04, 1.26, 2.20], [-0.88, 0.12, 1.71], [-1.43, 0.15, 0.59], [2.82, 2.64, 1.28], [3.86, 2.25, 0.34], [3.38, 3.45, 2.52], [1.73, 3.51, 0.51], [4.28, -0.83, 2.83], [5.01, -1.64, 1.48], [4.76, 0.08, 1.33], [2.25, -3.18, 1.33], [3.74, -3.00, 0.32], [2.22, -2.46, -0.32], [2.35, 0.49, 3.31], [-0.19, 2.12, 1.57], [-0.19, 1.58, 3.22], [-1.06, -0.73, 2.36], [-1.17, 1.01, 0.11], [4.31, 3.18, 2.64], [2.25, 4.02, -0.15], [3.32, -1.29, -5.13], [3.13, -0.32, -3.95], [3.61, -1.04, -2.69], [4.85, -2.22, -3.22], [4.35, -3.55, -2.97], [6.14, -1.79, -2.74], [4.72, -1.87, -4.97], [3.21, -0.78, -6.08], [2.58, -2.08, -5.07], [3.74, 0.58, -4.11], [2.10, 0.00, -3.85], [4.05, -0.35, -1.97], [2.80, -1.60, -2.22], [4.88, -2.78, -5.54], [5.49, -1.15, -5.21], [-6.64, -0.79, 0.21], [-5.11, -0.84, 0.21], [-4.61, 0.44, 0.88], [-5.90, 0.94, 2.02], [-6.45, 2.20, 1.57], [-5.43, 0.76, 3.38], [-7.04, -0.36, 1.61], [-7.08, -1.75, -0.06], [-6.98, -0.05, -0.52], [-4.77, -1.71, 0.78], [-4.70, -0.94, -0.80], [-3.69, 0.28, 1.43], [-4.47, 1.24, 0.16], [-8.06, 0.02, 1.68], [-6.90, -1.17, 2.33], [7.03, -0.11, -9.93], [5.99, -1.02, -10.60], [4.95, -1.39, -9.54], [4.93, -0.04, -8.36], [5.41, -0.53, -7.08], [3.68, 0.67, -8.46], [6.23, 0.92, -9.14], [7.67, 0.37, -10.67], [7.65, -0.70, -9.26], [5.50, -0.47, -11.42], [6.45, -1.90, -11.04], [3.96, -1.51, -9.96], [5.24, -2.30, -9.00], [6.81, 1.42, -8.37], [5.75, 1.65, -9.79], [6.17, 4.51, 6.39], [4.80, 5.16, 6.59], [3.74, 4.15, 6.11], [4.46, 2.53, 6.34], [4.66, 1.91, 5.04], [3.77, 1.85, 7.40], [6.05, 3.10, 6.94], [6.96, 5.07, 6.90], [6.42, 4.48, 5.32], [4.64, 5.38, 7.64], [4.71, 6.10, 6.05], [2.82, 4.22, 6.68], [3.53, 4.28, 5.05], [6.83, 2.43, 6.60], [6.01, 3.10, 8.03], [-0.25, -6.33, 1.97], [-1.40, -6.36, 2.99], [-1.38, -5.03, 3.75], [-0.68, -3.82, 2.62], [0.59, -3.36, 3.15], [-1.70, -2.90, 2.20], [-0.35, -4.97, 1.29], [-0.32, -7.14, 1.26], [0.71, -6.42, 2.49], [-2.35, -6.48, 2.47], [-1.30, -7.20, 3.68], [-2.38, -4.71, 4.03], [-0.74, -5.07, 4.63], [0.56, -4.68, 0.77], [-1.20, -4.93, 0.60], [-11.70, 3.69, 0.54], [-12.37, 3.28, 1.86], [-12.40, 1.75, 1.89], [-11.00, 1.20, 0.92], [-11.49, 0.50, -0.25], [-10.01, 0.61, 1.79], [-10.45, 2.82, 0.42], [-11.45, 4.75, 0.53], [-12.37, 3.50, -0.30], [-11.79, 3.66, 2.70], [-13.37, 3.69, 1.94], [-12.30, 1.36, 2.90], [-13.30, 1.35, 1.43], [-10.04, 2.78, -0.59], [-9.68, 3.14, 1.12]],
  "gap_ev": 8.327,
  "total_charge": 1,
  "energy_ha": -5451.30994,
  "lumo_ha": -0.1098
}